Record 1
Density functional theory data (ωB97M-V with the def2-TZVPD basis set) for a 8-piece molecular cluster, C32H51N5O19 overall in a non-equilibrium geometry.

Each atom is followed by the atoms it is bonded to, with distances in Å.
Cartesian coordinates (Å):
1 O -22.48814 16.25433 6.05503  N22 1.212
2 O -29.34842 6.81037 9.39323  C34 1.328, H103 0.975
3 O -28.40686 17.86784 4.44412  C39 1.209
4 O -28.20418 11.30529 9.99618  C28 1.212
5 O -26.87948 11.76812 12.49908  C32 1.327, H68 0.971
6 O -28.06969 14.29108 5.53101  C27 1.407, C36 1.410
7 O -26.42656 16.90535 5.98173  C42 1.329, H107 0.971
8 O -25.37139 19.98677 1.56409  C40 1.332, H77 0.974
9 O -31.87650 7.47995 9.72036  C29 1.212
10 O -27.03041 10.62040 17.00292  C41 1.212
11 O -23.42490 18.71703 2.87805  C35 1.204
12 O -24.38037 11.02646 8.66218  C44 1.417, C54 1.393
13 O -30.76305 11.98885 10.33543  C56 1.323, H63 0.976
14 O -22.45837 14.69914 7.54277  N22 1.218
15 O -26.37050 16.04060 9.73941  N21 1.208
16 O -29.39508 12.80846 12.79178  C25 1.207
17 O -23.99817 16.07468 12.13079  C38 1.419, C51 1.414
18 O -27.32556 14.11095 9.67196  N21 1.222
19 O -29.68033 10.94246 17.08209  C52 1.333, H85 0.975
20 N -26.94268 13.44296 3.14537  C47 1.490, H67 1.019, H84 1.020
21 N -26.49885 14.92622 9.29013  O15 1.208, O18 1.222, C48 1.492
22 N -22.05279 15.22419 6.52142  O1 1.212, O14 1.218, C33 1.480
23 N -26.39227 16.59350 14.92413  C37 1.472, H65 1.019, H66 1.023
24 N -23.05072 8.71849 10.00706  C45 1.484, H81 1.021, H102 1.020
25 C -28.89994 12.24138 13.73534  O16 1.207, C31 1.451, C32 1.512
26 C -28.66600 9.01540 9.75422  C28 1.448, C34 1.341, H62 1.083
27 C -27.57680 12.97507 5.47104  O6 1.407, C47 1.504, H100 1.095, H104 1.101
28 C -29.01450 10.40429 9.96704  O4 1.212, C26 1.448, C56 1.512
29 C -31.09005 8.39894 9.79302  O9 1.212, C30 1.451, C34 1.506
30 C -31.43915 9.76904 10.11728  C29 1.451, C56 1.340, H99 1.081
31 C -29.61261 11.93181 14.96129  C25 1.451, C52 1.339, H93 1.085
32 C -27.50824 11.65623 13.66192  O5 1.327, C25 1.512, C53 1.334
33 C -20.97310 14.54555 5.77018  N22 1.480, H79 1.092, H92 1.082, H101 1.082
34 C -29.62539 8.08519 9.64043  O2 1.328, C26 1.341, C29 1.506
35 C -24.53611 18.60121 3.32769  O11 1.204, C40 1.507, C49 1.464
36 C -29.10579 14.48763 6.46690  O6 1.410, H58 1.100, H74 1.095, H82 1.088
37 C -25.61778 15.88842 13.88943  N23 1.472, C50 1.510, C51 1.513, H72 1.100
38 C -22.73297 16.59432 11.75158  O17 1.419, H76 1.086, H80 1.091, H97 1.101
39 C -27.27771 18.09381 4.07534  O3 1.209, C42 1.505, C55 1.466
40 C -25.70078 19.23937 2.61647  O8 1.332, C35 1.507, C55 1.336
41 C -27.56036 10.93066 15.95814  O10 1.212, C52 1.504, C53 1.455
42 C -26.11371 17.60202 4.89359  O7 1.329, C39 1.505, C49 1.332
43 C -25.24000 13.79736 4.82859  C47 1.523, H59 1.090, H70 1.093, H83 1.092
44 C -24.61153 10.65806 10.01053  O12 1.417, C45 1.531, H87 1.094, H89 1.092
45 C -24.45698 9.14799 10.21000  N24 1.484, C44 1.531, C46 1.517, H64 1.094
46 C -24.90447 8.70346 11.59001  C45 1.517, H88 1.095, H90 1.092, H98 1.090
47 C -26.45715 12.95551 4.46717  N20 1.490, C27 1.504, C43 1.523, H96 1.094
48 C -25.55876 14.49777 8.21330  N21 1.492, H60 1.083, H78 1.089, H94 1.077
49 C -24.85169 17.83708 4.53652  C35 1.464, C42 1.332, H57 1.084
50 C -26.54815 15.11638 12.98495  C37 1.510, H61 1.089, H105 1.100, H106 1.088
51 C -24.67283 16.80121 13.13839  O17 1.414, C37 1.513, H73 1.097, H86 1.108
52 C -29.02298 11.28212 15.97315  O19 1.333, C31 1.339, C41 1.504
53 C -26.85995 11.11712 14.69631  C32 1.334, C41 1.455, H91 1.082
54 C -25.49713 10.87276 7.84304  O12 1.393, H69 1.096, H71 1.096, H75 1.097
55 C -26.96376 18.90736 2.89741  C39 1.466, C40 1.336, H95 1.082
56 C -30.48413 10.70797 10.15538  O13 1.323, C28 1.512, C30 1.340
57 H -24.00254 17.45570 5.09190  C49 1.084
58 H -28.69672 14.51008 7.48822  C36 1.100
59 H -25.49851 14.84752 4.69496  C43 1.090
60 H -25.38359 15.28630 7.49208  C48 1.083
61 H -27.37022 14.60353 13.48179  C50 1.089
62 H -27.63117 8.70538 9.68042  C26 1.083
63 H -29.92946 12.49098 10.40441  O13 0.976
64 H -25.07082 8.66055 9.44702  C45 1.094
65 H -25.81539 17.28376 15.40226  N23 1.019
66 H -27.05845 17.17846 14.41463  N23 1.023
67 H -27.54562 14.23698 3.35392  N20 1.019
68 H -27.38001 12.13452 11.75146  O5 0.971
69 H -26.32634 11.55327 8.06876  C54 1.096
70 H -24.45052 13.49596 4.13473  C43 1.093
71 H -25.91577 9.86528 7.73435  C54 1.096
72 H -24.96887 15.15996 14.39806  C37 1.100
73 H -23.96625 17.29930 13.81294  C51 1.097
74 H -29.85700 13.69151 6.47732  C36 1.095
75 H -25.20866 11.18242 6.83104  C54 1.097
76 H -22.06497 15.75965 11.55979  C38 1.086
77 H -24.39844 20.01732 1.53919  O8 0.974
78 H -24.60745 14.29611 8.70323  C48 1.089
79 H -21.47702 13.93082 5.02095  C33 1.092
80 H -22.36792 17.32444 12.47543  C38 1.091
81 H -22.50602 9.23213 10.70139  N24 1.021
82 H -29.54239 15.46630 6.27651  C36 1.088
83 H -24.75499 13.67747 5.79960  C43 1.092
84 H -27.59408 12.72338 2.83265  N20 1.020
85 H -29.00691 10.64984 17.72304  O19 0.975
86 H -25.26181 17.60514 12.65400  C51 1.108
87 H -23.83266 11.12744 10.61807  C44 1.094
88 H -25.99324 8.70672 11.70366  C46 1.095
89 H -25.58389 11.01964 10.35042  C44 1.092
90 H -24.52067 9.33421 12.39450  C46 1.092
91 H -25.93218 10.60482 14.47909  C53 1.082
92 H -20.44208 13.88120 6.43980  C33 1.082
93 H -30.62647 12.26921 15.14869  C31 1.085
94 H -26.01550 13.58304 7.87382  C48 1.077
95 H -27.78313 19.18557 2.24801  C55 1.082
96 H -26.15154 11.91119 4.35656  C47 1.094
97 H -22.85349 17.14680 10.80698  C38 1.101
98 H -24.58818 7.66841 11.72009  C46 1.090
99 H -32.46552 10.05560 10.29960  C30 1.081
100 H -27.24752 12.63946 6.46037  C27 1.095
101 H -20.37503 15.27931 5.24710  C33 1.082
102 H -22.75089 9.13807 9.12645  N24 1.020
103 H -30.17735 6.31024 9.50596  O2 0.975
104 H -28.40303 12.30472 5.18666  C27 1.101
105 H -27.10409 15.79080 12.31667  C50 1.100
106 H -25.96353 14.45283 12.35119  C50 1.088
107 H -27.35801 16.63368 5.93457  O7 0.971

## Properties
SMILES   O=C1C=C(O)C(=O)C=C1O.O=C1C=C(O)C(=O)C=C1O.O=C1C=C(O)C(=O)C=C1O.C[N+](=O)[O-].C[N+](=O)[O-].COC[C@H](C)N.COC[C@H](C)N.COC[C@H](C)N
E_HOMO   -9.2 eV
Kohn-Sham gap   7.574 eV
E_LUMO   -1.7 eV
2S+1   1
M   809.78 g mol⁻¹
Total energy   -2952.998229 a.u.

Atomic partial charges in e from the Löwdin method, atoms 1 to 2: O 0.06; O 0.12


Record 2
Density functional theory data (ωB97M-V with the def2-TZVPD basis set) for an isolated ion of composition C6H9FNS and charge +1 in a non-equilibrium geometry.

Each atom is followed by the atoms it is bonded to, with distances in Å.
Cartesian coordinates (Å):
1 S 2.08345 0.08622 -0.72063  C8 1.789, H17 1.385
2 F -0.68866 -2.95518 0.91725  C5 1.352
3 N -0.10645 1.03926 -1.89092  C8 1.597, H10 1.043, H12 1.043, H18 1.048
4 C -0.12245 1.07285 0.50764  C7 1.565, C8 1.517, H13 1.154, H16 1.140
5 C -0.55662 -1.62322 0.72363  F2 1.352, C6 1.423, C9 1.349
6 C -0.56061 -0.85427 1.92071  C5 1.423, C7 1.319, H11 1.115
7 C -0.33467 0.44563 1.92597  C4 1.565, C6 1.319, H15 1.009
8 C 0.29789 0.15424 -0.62409  S1 1.789, N3 1.597, C4 1.517, C9 1.457
9 C -0.22900 -1.19990 -0.51477  C5 1.349, C8 1.457, H14 1.086
10 H -0.63747 1.85185 -1.50880  N3 1.043
11 H -0.81706 -1.44677 2.83015  C6 1.115
12 H 0.83632 1.44104 -2.08443  N3 1.043
13 H -1.00523 1.69005 0.09257  C4 1.154
14 H -0.32614 -1.86037 -1.37089  C9 1.086
15 H -0.26643 0.99718 2.76821  C7 1.009
16 H 0.75133 1.79299 0.64262  C4 1.140
17 H 2.21248 -1.28679 -0.84490  S1 1.385
18 H -0.53069 0.65520 -2.76931  N3 1.048

## Properties
SMILES   [NH3+][C@]1(S)C=C(F)C=CC1
E_HOMO   -13.0 eV
Kohn-Sham gap   9.193 eV
E_LUMO   -3.8 eV
Total charge   +1
2S+1   1
M   146.21 g mol⁻¹
Total energy   -786.508059 a.u.

Atomic partial charges in e from the natural (NBO) method, atoms 1 to 2: S 0.02; F -0.30


Record 3
Density functional theory data (ωB97M-V with the def2-TZVPD basis set) for the molecule C8H7N3 in a non-equilibrium geometry.

Each atom is followed by the atoms it is bonded to, with distances in Å.
Cartesian coordinates (Å):
1 N 0.61579 -2.89865 -0.10108  C11 1.153
2 N -1.97222 0.25358 -0.13261  C4 1.589, C8 1.444, C9 1.358
3 N -1.91965 -2.23922 0.06957  C9 1.151
4 C -0.91654 1.08916 0.71195  N2 1.589, C6 1.544, C8 1.526, H18 1.088
5 C 1.25751 0.43033 -0.13307  C6 1.503, C7 1.557, C10 1.504, H14 1.073
6 C 0.47897 0.58842 1.14331  C4 1.544, C5 1.503, C10 1.445, H15 1.095
7 C 0.28752 0.31823 -1.34570  C5 1.557, C8 1.565, H12 1.132, H16 1.069
8 C -0.98402 1.05803 -0.81217  N2 1.444, C4 1.526, C7 1.565, H17 1.109
9 C -1.85278 -1.09259 -0.00184  N2 1.358, N3 1.151
10 C 1.15837 -0.66206 0.89567  C5 1.504, C6 1.445, C11 1.364, H13 1.129
11 C 0.81692 -1.90376 0.44492  N1 1.153, C10 1.364
12 H -0.15118 -0.68534 -1.63177  C7 1.132
13 H 2.08570 -0.92750 1.48185  C10 1.129
14 H 2.17724 0.96116 -0.28744  C5 1.073
15 H 0.92987 1.20508 1.92775  C6 1.095
16 H 0.75201 0.73218 -2.21461  C7 1.069
17 H -1.43703 1.90481 -1.36636  C8 1.109
18 H -1.32649 1.86813 1.35161  C4 1.088

## Properties
SMILES   N#C[C@H]1[C@H]2C[C@@H]3[C@H]([C@@H]12)N3C#N
E_HOMO   -9.5 eV
Kohn-Sham gap   9.994 eV
E_LUMO   0.5 eV
2S+1   1
M   145.17 g mol⁻¹
Total energy   -473.156668 a.u.

Atomic partial charges in e from the natural (NBO) method, atoms 1 to 2: N -0.28; N -0.43